Molecular formula: C25H72F3O15S13
Method: DFT, wB97M-V/def2-TZVPD

Structure (XYZ):
```
128
Properties=species:S:1:pos:R:3:forces:R:3
C -3.41438 16.28496 7.41339 -1.758 0.001 -0.928
F -3.16489 17.55339 7.13260 0.589 0.925 0.549
F -3.01537 15.99338 8.64296 0.168 0.130 0.170
F -4.79816 16.23513 7.40134 1.090 -0.524 0.640
S -2.70093 15.27048 6.04415 -0.081 -1.028 2.098
O -1.51193 14.68507 6.64378 0.160 -0.529 0.267
O -3.79790 14.36824 5.80806 0.422 0.015 -0.852
O -2.37333 16.28131 5.10344 -0.163 0.803 -1.516
C -1.42065 13.04769 3.93152 1.478 0.663 -0.713
S -1.87243 11.72851 2.83614 -0.192 0.463 -2.513
O -1.90294 12.43987 1.47206 -0.132 -0.908 1.475
C -0.35968 10.76859 2.79653 0.118 -2.082 1.580
H -2.34784 13.58944 4.11619 0.270 -0.033 0.070
H -0.67969 13.66886 3.34047 -1.015 -0.648 0.604
H -0.88496 12.73547 4.82009 -0.301 -0.253 0.253
H -0.38274 10.04888 3.72769 0.383 1.750 -1.405
H 0.49015 11.45624 2.78057 0.000 -0.371 0.153
H -0.32266 10.03735 1.95274 -0.408 1.052 0.288
C -2.81526 11.47036 6.78911 2.413 1.161 1.149
S -3.61532 12.48664 8.00641 -1.332 -1.062 -0.368
O -4.88903 11.73188 8.34286 1.105 0.775 0.345
C -2.39467 12.07903 9.23672 -1.200 -0.403 1.138
H -1.94471 12.09141 6.52468 -0.285 -0.199 -0.348
H -3.41348 11.30119 5.96604 -1.345 -0.305 -1.683
H -2.39362 10.56994 7.22395 -0.450 -0.323 0.141
H -2.66247 12.66877 10.08904 -0.186 0.197 0.802
H -1.37279 12.26812 9.06276 1.001 0.369 -0.877
H -2.54735 11.03623 9.46793 -0.027 -0.435 0.172
C 0.79420 16.77474 5.36756 -0.817 -1.605 -1.984
S 0.46369 17.11478 7.06271 0.620 1.270 1.314
O 1.14167 18.45257 7.32863 -0.861 -0.068 -0.653
C 1.69286 16.10657 7.87061 -1.316 -1.209 2.298
H 1.73582 16.28196 5.22313 0.802 0.040 0.121
H 0.79718 17.72731 4.87485 0.141 0.604 -0.135
H 0.06313 16.12733 4.78110 0.403 0.791 1.410
H 1.58557 16.35985 8.97919 -0.203 -0.267 -1.431
H 2.66020 16.47457 7.65018 0.958 0.189 -0.891
H 1.53618 15.01575 7.75298 0.249 0.573 -0.186
C -5.29504 15.59770 3.03278 0.269 -4.039 0.368
S -6.95682 15.62431 3.61825 -1.778 -0.200 -1.274
O -7.67090 14.51839 2.88114 0.250 0.225 0.038
C -6.76084 14.98798 5.24475 -1.009 2.128 1.699
H -5.24467 15.40077 1.97593 -0.579 0.201 -0.585
H -4.86611 14.63990 3.48004 -0.031 1.398 -0.382
H -4.73156 16.43946 3.22469 1.050 1.776 0.877
H -7.71353 15.26882 5.80108 1.048 -0.199 -0.822
H -5.90634 15.48896 5.72833 -0.417 -0.618 -0.187
H -6.75454 13.93538 5.27470 0.592 -1.350 -0.248
C -2.07487 19.23258 9.12020 -1.306 0.389 -0.205
S -0.89796 19.14027 10.46984 0.374 -1.014 0.164
O 0.05324 17.98441 10.18208 -1.027 1.045 0.365
C -0.07263 20.62753 9.96047 3.671 0.321 -0.041
H -1.57512 18.81080 8.25644 0.340 0.527 -0.310
H -2.42837 20.29261 9.02675 0.631 -0.846 -0.207
H -3.00474 18.64309 9.20047 0.646 0.021 0.739
H 0.37372 20.47073 8.96931 -0.780 -0.095 -0.278
H 0.92147 20.79954 10.50121 -1.492 -0.655 0.117
H -0.57471 21.56878 10.04819 -0.901 0.186 -0.012
C -8.01422 15.98508 8.48768 0.643 0.257 0.855
S -9.64982 15.28011 8.67693 0.892 -2.135 -1.062
O -9.79244 14.34670 7.47964 -0.348 1.217 0.947
C -9.10420 14.16684 9.97357 -1.126 -2.047 -1.634
H -8.18410 16.86556 7.92944 0.011 1.639 -0.108
H -7.40240 15.44008 7.78304 -0.047 -1.019 0.262
H -7.48057 16.10880 9.47023 -0.679 0.213 -0.924
H -9.70710 13.25384 9.89131 -0.486 0.371 -0.169
H -9.22706 14.49550 10.93944 0.142 1.227 2.184
H -8.14649 13.75951 9.74633 1.077 0.301 -0.079
C -4.65301 17.14014 11.17568 0.735 -0.975 0.282
S -5.23571 15.72552 12.11796 -0.849 -0.196 -1.390
O -6.72834 15.85831 12.03501 -0.044 0.094 0.507
C -4.89348 14.48562 10.85169 0.199 -1.767 -1.088
H -4.96020 17.05946 10.15847 -0.284 -0.040 -0.726
H -3.59300 17.25264 11.27958 0.740 -0.224 -0.205
H -5.05601 17.97179 11.65218 -1.080 1.526 0.749
H -4.70358 13.55311 11.35983 0.391 -0.264 0.551
H -4.03992 14.61087 10.16075 -0.323 0.509 0.649
H -5.74759 14.14343 10.20965 0.179 1.293 0.612
C 3.09240 10.81966 7.30606 1.416 -0.458 1.918
S 2.07723 12.00272 6.49272 -1.350 -1.116 -2.407
O 1.42084 11.24784 5.31812 1.273 1.016 1.212
C 0.74978 12.10505 7.62185 0.142 -0.854 1.145
H 2.55630 9.89867 7.51666 -0.436 0.090 0.230
H 3.62583 11.20431 8.25471 -1.091 -0.346 -1.416
H 3.87532 10.50032 6.63663 0.301 0.285 -0.499
H 1.12616 12.49911 8.53134 0.577 0.145 1.310
H 0.16323 11.19226 7.81607 0.587 0.136 -0.461
H 0.13261 12.88059 7.30222 -1.384 1.227 -1.059
C -5.38767 18.52652 5.67863 -2.104 2.228 3.177
S -6.59478 19.55029 4.81418 0.669 -1.130 -1.309
O -7.13905 18.52005 3.88246 -0.821 0.941 -0.122
C -7.73106 19.83964 6.14697 0.343 0.652 1.835
H -4.89448 19.38464 6.26528 0.026 -1.845 -0.276
H -4.76137 18.06766 4.95617 0.559 -0.463 -0.490
H -6.03165 17.81856 6.35980 1.692 1.241 -1.413
H -7.22770 20.42636 6.96858 -0.041 -0.728 -0.743
H -8.12204 18.91395 6.57993 -0.056 0.074 -0.276
H -8.51136 20.52701 5.85059 -0.364 -0.217 -0.526
C -0.72655 14.74694 10.35954 0.346 1.022 -0.841
S -1.48291 15.64488 11.71637 0.405 -1.412 0.259
O -2.21162 14.59724 12.49885 -0.802 0.113 -0.227
C 0.03402 15.76155 12.59968 2.151 0.098 -0.018
H 0.17415 15.17969 9.93122 -0.175 0.666 0.257
H -1.44439 14.74206 9.59649 -0.972 -0.167 -1.306
H -0.46516 13.74491 10.56789 -0.042 -1.130 1.099
H -0.05610 15.29783 13.59141 -0.329 0.235 -0.362
H 0.28704 16.83223 12.68355 0.374 -0.581 -0.068
H 0.78643 15.15446 11.99018 -0.641 1.239 1.215
C -1.72968 22.05455 3.84767 0.911 2.893 -2.088
S -2.82811 20.71629 4.02608 0.937 0.279 2.621
O -2.90591 19.97842 2.79645 -0.515 -0.758 -2.483
C -1.58465 19.84947 5.01018 -2.323 -1.620 1.321
H -0.77191 21.86707 3.38950 0.482 -1.241 -0.094
H -1.44991 22.58519 4.74213 -0.551 0.040 0.705
H -2.06813 22.80282 3.09646 -0.645 -0.299 0.701
H -0.82154 20.38732 5.46735 0.891 1.440 1.071
H -1.08468 19.08900 4.49455 0.538 -0.844 -1.770
H -2.14434 19.21871 5.72202 0.251 0.505 0.245
C -2.21568 17.29927 2.47163 1.739 -0.157 1.023
S -2.29873 15.64624 1.79813 -1.899 0.479 -1.289
O -2.96664 15.81956 0.43832 0.814 -0.181 1.363
C -0.57780 15.53112 1.56659 0.408 1.830 -0.518
H -3.10672 17.71317 2.80602 -1.902 0.041 0.537
H -1.88323 17.98333 1.76335 0.447 0.850 -2.085
H -1.49088 17.50584 3.27513 -0.251 -1.022 -0.041
H -0.28074 14.78492 0.92429 0.202 -2.408 -0.984
H -0.15363 15.47836 2.52022 0.847 -0.423 1.503
H -0.14716 16.39746 1.09560 -0.222 0.935 -0.164
```
Positions in Å, forces in eV/Å.

Values from the calculation:
Relative energy (zero: lowest compared OMol25 entry of this formula, charge and spin): 214.4 kJ/mol
Maximum force: 4.41 eV Å⁻¹
Charge: -1
Electronic energy: -206804.2110 eV
2S+1: 1
HOMO-LUMO gap: 6.46 eV
E_LUMO: 1.382 eV